{"formula": "C49H47BaCl12N7O17", "method": "ωB97M-V/def2-TZVPD", "e_homo_ev": -7.5, "elements": ["Ba", "C", "O", "O", "O", "C", "C", "C", "C", "C", "C", "N", "O", "O", "H", "H", "H", "H", "H", "C", "C", "C", "C", "C", "C", "N", "O", "O", "H", "H", "H", "H", "H", "C", "C", "C", "C", "C", "C", "N", "O", "O", "H", "H", "H", "H", "H", "C", "C", "C", "C", "C", "C", "N", "O", "O", "H", "H", "H", "H", "H", "C", "C", "C", "C", "C", "C", "N", "O", "O", "H", "H", "H", "H", "H", "C", "C", "C", "C", "C", "C", "N", "O", "O", "H", "H", "H", "H", "H", "C", "C", "C", "C", "C", "C", "N", "O", "O", "H", "H", "H", "H", "H", "C", "Cl", "Cl", "H", "H", "C", "Cl", "Cl", "H", "H", "C", "Cl", "Cl", "H", "H", "C", "Cl", "Cl", "H", "H", "C", "Cl", "Cl", "H", "H", "C", "Cl", "Cl", "H", "H"], "positions_angstrom": [[-0.689300, 0.457937, 0.812701], [2.157871, -0.559053, 0.153938], [3.263889, -0.969976, -0.334829], [2.040377, 0.698623, 0.421268], [1.180924, -1.329203, 0.394620], [-1.088378, -2.551840, 7.796907], [-1.228143, -1.247349, 7.371610], [-1.292062, -0.989357, 6.020007], [-1.309170, -2.031656, 5.117441], [-1.240314, -3.315246, 5.604053], [-1.076828, -3.616906, 6.926370], [-1.469147, -1.790919, 3.625102], [-1.527001, -0.613443, 3.317056], [-1.594826, -2.710373, 2.858757], [-0.864301, -2.770138, 8.830671], [-1.140312, -0.411924, 8.050861], [-1.238355, -0.004283, 5.583485], [-1.206589, -4.032773, 4.803623], [-0.963739, -4.677392, 7.183060], [-0.222052, -0.348397, -6.868528], [-0.616412, 0.959242, -6.700279], [-0.573468, 1.607842, -5.471247], [-0.309174, 0.855013, -4.344354], [0.101475, -0.465451, -4.469494], [0.151547, -1.049849, -5.755938], [-0.319752, 1.527016, -2.986634], [-0.576953, 2.740100, -2.916899], [0.048990, 0.864499, -1.991300], [-0.202221, -0.814869, -7.841332], [-0.946756, 1.532146, -7.547125], [-0.836164, 2.634507, -5.344473], [0.335036, -1.095256, -3.621259], [0.416994, -2.108276, -5.809091], [3.422245, 5.115949, -1.639981], [2.946218, 3.800727, -1.626596], [1.802549, 3.561367, -0.883536], [1.154424, 4.603099, -0.223943], [1.611620, 5.908954, -0.344970], [2.750264, 6.162975, -1.065738], [-0.037106, 4.340812, 0.655958], [-0.264208, 3.199181, 0.980037], [-0.691084, 5.270570, 1.112754], [4.356131, 5.322560, -2.138550], [3.470489, 2.959124, -2.085197], [1.410646, 2.534786, -0.741531], [1.052333, 6.691772, 0.171564], [3.117152, 7.164158, -1.147624], [-6.912181, -3.000568, -0.780294], [-5.767179, -3.315091, -0.041968], [-5.047330, -2.324966, 0.576970], [-5.422239, -0.980319, 0.420728], [-6.530310, -0.652049, -0.304643], [-7.316507, -1.649719, -0.823049], [-4.532779, 0.129392, 0.933072], [-3.435398, -0.229326, 1.418358], [-4.922316, 1.274220, 0.980650], [-7.578914, -3.744780, -1.237589], [-5.358888, -4.318336, 0.055556], [-4.140311, -2.665127, 1.048303], [-6.848370, 0.371940, -0.395099], [-8.200121, -1.341257, -1.316167], [-2.620935, -6.244687, -0.749106], [-2.117203, -5.320100, 0.166477], [-1.944148, -3.963670, -0.222966], [-2.304593, -3.593770, -1.531424], [-2.716977, -4.541396, -2.469620], [-2.930479, -5.819118, -2.035839], [-2.082031, -2.189176, -1.937840], [-1.614059, -1.407174, -1.153944], [-2.419485, -1.845023, -3.058311], [-2.818802, -7.245275, -0.442661], [-1.774278, -5.593173, 1.170819], [-1.471266, -3.275784, 0.470980], [-2.763991, -4.343605, -3.511554], [-3.212574, -6.635522, -2.719249], [-3.877633, 4.926450, -4.418876], [-4.215273, 3.623576, -4.668760], [-4.136608, 2.653300, -3.646007], [-3.561592, 3.067551, -2.437023], [-3.202765, 4.380810, -2.186879], [-3.381063, 5.303909, -3.182474], [-3.276260, 2.030839, -1.415485], [-3.805703, 0.917110, -1.488019], [-2.508623, 2.281571, -0.496663], [-3.960480, 5.642648, -5.207288], [-4.630776, 3.288437, -5.625256], [-4.383350, 1.604056, -3.736008], [-2.694264, 4.638873, -1.281071], [-3.138458, 6.325735, -3.005573], [4.155905, 4.618393, 3.391951], [3.646501, 3.866982, 2.340334], [2.638482, 2.966218, 2.567602], [2.014310, 2.913649, 3.799975], [2.546633, 3.597584, 4.856708], [3.597121, 4.491949, 4.642519], [0.892230, 1.965762, 4.045744], [0.267147, 1.973750, 5.100346], [0.586477, 1.240930, 3.124586], [5.016387, 5.216137, 3.140711], [4.143148, 3.932499, 1.375954], [2.393037, 2.266551, 1.778970], [2.055713, 3.410482, 5.784329], [3.995394, 5.078416, 5.448742], [3.261584, -0.715698, 3.025428], [4.619471, 0.350119, 3.418457], [2.282329, -1.125031, 4.448293], [2.624528, -0.194868, 2.324901], [3.609591, -1.694109, 2.673017], [1.626866, -4.127724, 2.158673], [3.242621, -4.471741, 2.787298], [0.543202, -5.421270, 2.788386], [1.262701, -3.151484, 2.467341], [1.681517, -4.115772, 1.084225], [5.684218, 1.454105, 0.179603], [7.030927, 0.482156, 0.702463], [6.233062, 3.010065, -0.525225], [5.122799, 0.998168, -0.608374], [5.058328, 1.651363, 1.017292], [5.454781, -2.973713, 0.468513], [6.400492, -2.934906, 1.940934], [6.301225, -3.536720, -0.946543], [4.572178, -3.608454, 0.634563], [5.123568, -1.966474, 0.300376], [1.987980, -3.357733, -1.825364], [2.688444, -4.869279, -1.226527], [0.718178, -3.717337, -3.014527], [1.572468, -2.809206, -0.971923], [2.796536, -2.840135, -2.319461], [4.618897, -1.142865, -3.066152], [3.230987, -1.157137, -4.246329], [5.588619, 0.341183, -3.211672], [4.161026, -1.187799, -2.072272], [5.261548, -1.937440, -3.390468]], "atomic_forces_ev_per_a": [[0.80, -0.23, -0.28], [2.45, 1.05, -1.04], [-0.40, -0.49, 0.12], [-1.00, 0.74, 0.37], [-1.72, -1.28, 0.52], [0.45, -0.49, 1.28], [0.49, 0.22, -0.27], [0.03, 0.93, -1.31], [-0.37, -0.30, 0.35], [0.24, -0.56, -2.44], [-0.28, -0.44, -0.41], [-0.17, 0.68, 2.00], [0.23, -0.13, -0.25], [0.22, -0.39, -0.10], [-0.28, 0.20, 0.26], [-0.13, -0.09, 0.13], [-0.21, 0.37, 0.38], [-0.09, -0.79, 0.14], [0.03, 0.69, 0.31], [-0.03, -0.02, 0.04], [0.02, 1.22, -0.11], [-0.65, -0.55, 0.09], [0.78, -0.18, 0.65], [-0.35, -0.46, -0.41], [0.06, -0.61, 1.69], [1.08, 0.48, 0.88], [0.04, -2.06, -0.39], [-0.99, 0.87, -1.92], [-0.10, 0.03, -0.10], [0.05, 0.18, -0.30], [-0.15, 0.51, -0.15], [0.02, 0.29, 0.09], [0.10, 0.38, -0.03], [0.77, -0.89, -1.00], [-0.16, 0.45, 0.65], [-1.10, -1.29, 0.67], [0.03, 0.32, -0.29], [-1.37, 0.17, 0.94], [-0.21, -0.05, 0.28], [0.38, 1.20, 0.38], [0.04, -1.01, -0.17], [0.72, -0.23, -0.87], [0.14, -0.01, -0.17], [-0.10, 0.43, 0.09], [0.51, 0.64, -0.21], [0.26, -0.15, -0.22], [0.21, 0.37, -0.01], [-0.76, 0.74, 0.46], [-0.54, -0.36, -0.52], [0.68, 0.87, -0.18], [1.41, -0.22, 0.16], [-0.42, 0.68, 0.51], [0.73, -1.36, -0.29], [0.68, -0.85, 1.59], [-1.43, 0.35, -1.06], [-0.19, -0.81, -0.42], [0.63, 0.20, 0.20], [-0.39, 0.01, -0.17], [0.18, 0.56, 0.41], [0.14, 0.25, -0.04], [-0.81, -0.05, -0.53], [-0.13, 1.54, 0.67], [0.34, 1.02, -0.22], [-0.28, -1.02, -0.51], [0.72, -0.35, 0.86], [0.22, 0.61, 0.62], [0.15, -1.97, -0.18], [-0.79, -0.19, -1.30], [0.46, 0.28, 1.27], [-0.01, -0.61, 0.08], [0.09, -0.64, 0.06], [-0.29, -0.03, -0.46], [-0.26, 0.09, -0.20], [-0.35, 0.58, -0.59], [-0.03, 0.78, 0.03], [0.23, 0.08, 0.02], [-0.95, -1.98, 0.28], [0.94, 0.86, 0.51], [-0.43, -0.62, -0.40], [0.41, -0.61, 0.12], [-0.28, 0.07, -0.23], [-0.40, -1.42, 0.64], [0.32, 1.36, -0.95], [-0.06, 0.73, -0.55], [-0.08, 0.42, -0.30], [0.28, 0.37, 0.27], [-0.12, 0.10, -0.33], [-0.03, 0.08, 0.47], [0.25, 0.56, 0.11], [-0.22, -0.28, -0.84], [0.64, 0.06, 0.18], [-0.78, -0.67, -1.03], [0.55, -0.60, 0.07], [-0.33, 0.66, 0.09], [-0.09, -0.19, 0.50], [-0.47, 0.53, 0.46], [1.02, 0.34, -0.55], [0.07, -0.22, -0.43], [0.07, 0.43, 0.49], [-0.23, -0.16, 0.00], [-0.39, -0.06, -0.16], [0.08, 0.33, 0.82], [0.04, 0.00, 0.38], [0.10, -0.57, -0.02], [-0.05, -0.24, 0.10], [-0.22, 0.07, 0.40], [0.03, 0.04, -0.12], [0.20, 0.62, -0.18], [-0.02, -0.17, 0.43], [0.03, 0.37, -0.02], [-0.06, 0.43, -0.42], [0.11, -0.14, 0.36], [-0.16, -0.44, -0.28], [0.19, 0.52, -0.54], [0.21, -0.31, -0.04], [0.05, 0.13, 0.18], [-0.20, -0.63, -0.17], [-0.40, 0.22, 0.55], [-1.19, 0.03, 0.33], [0.45, -0.25, 0.39], [0.45, -0.27, -0.40], [0.53, 0.20, -0.12], [-0.19, 0.34, -0.24], [0.15, -0.19, 0.34], [0.08, -0.31, 0.17], [-0.12, 0.10, -0.13], [0.09, 0.09, -0.36], [-0.26, 0.18, 0.00], [-0.51, 0.55, -0.62], [0.50, 0.20, 0.28], [-0.24, -0.05, 0.06], [0.28, -0.05, -0.02], [0.11, -0.44, 0.29]]}

***

{"formula": "C49H48F3N9O2S5Sc", "method": "ωB97M-V/def2-TZVPD", "relative_energy_kj_mol": 0.00, "total_charge": 1, "e_homo_ev": -9.3, "elements": ["Sc", "F", "C", "F", "F", "C", "C", "C", "C", "N", "C", "S", "H", "H", "H", "N", "S", "N", "S", "N", "S", "N", "C", "C", "C", "C", "C", "C", "C", "C", "C", "C", "C", "C", "C", "C", "C", "C", "C", "C", "C", "C", "C", "C", "C", "C", "C", "C", "C", "C", "C", "C", "C", "C", "C", "C", "C", "C", "H", "H", "H", "H", "H", "H", "H", "H", "H", "H", "H", "H", "H", "H", "H", "H", "H", "H", "H", "H", "H", "H", "H", "H", "H", "H", "H", "H", "H", "H", "C", "C", "N", "O", "C", "C", "N", "O", "H", "H", "H", "H", "H", "H", "H", "C", "N", "C", "S", "N", "C", "H", "H", "H", "H", "H", "H", "H", "H"], "positions_angstrom": [[-1.053448, 1.164979, 1.207961], [-5.841832, 5.599963, 0.692721], [-5.017705, 4.615538, 0.282358], [-5.796540, 3.588529, -0.090225], [-4.399164, 5.069494, -0.822296], [-4.041938, 4.233806, 1.360933], [-4.112489, 4.827407, 2.604821], [-3.207751, 4.476677, 3.601887], [-2.257800, 3.526758, 3.298973], [-2.185352, 2.956046, 2.100217], [-3.048471, 3.266127, 1.120481], [-2.804079, 2.366911, -0.345436], [-4.875061, 5.569307, 2.796843], [-3.247790, 4.929440, 4.581124], [-1.525035, 3.190919, 4.024680], [0.403471, 0.810113, -0.391560], [1.554593, 0.563893, -1.217085], [2.094818, -1.065127, -1.338199], [1.002813, -2.319400, -0.791054], [-0.387109, -1.995329, -1.476164], [-1.590563, -1.701980, -0.372956], [-1.329709, -0.973790, 0.869409], [-2.754351, -0.990767, -1.514839], [-2.293576, -0.109304, -2.484652], [-3.213935, 0.548620, -3.281987], [-4.573606, 0.332859, -3.102194], [-5.019620, -0.542479, -2.124352], [-4.109020, -1.212074, -1.320769], [-2.256806, -3.322116, -0.049789], [-2.957920, -3.478937, 1.136676], [-3.514534, -4.715776, 1.427233], [-3.366425, -5.771495, 0.538009], [-2.668859, -5.597051, -0.650678], [-2.112051, -4.364595, -0.955266], [3.479468, -1.438572, -1.213748], [4.006126, -1.734835, 0.037817], [5.320201, -2.163180, 0.146093], [6.107006, -2.281922, -0.991135], [5.579501, -1.974351, -2.237988], [4.261797, -1.559971, -2.353458], [1.633782, -3.609917, -1.838919], [1.218889, -3.700371, -3.160787], [1.734165, -4.714728, -3.949691], [2.640925, -5.624193, -3.414990], [3.029695, -5.532568, -2.087103], [2.522538, -4.518892, -1.286598], [1.295247, 1.018584, -2.913184], [1.380653, 0.127024, -3.969018], [1.033955, 0.561391, -5.242022], [0.613672, 1.867877, -5.440743], [0.525250, 2.750101, -4.369357], [0.857368, 2.328059, -3.093530], [3.096481, 1.330595, -0.771508], [3.396641, 1.316079, 0.585129], [4.604141, 1.848997, 1.003514], [5.477944, 2.409149, 0.078717], [5.153743, 2.434398, -1.270033], [3.958147, 1.881847, -1.706891], [-1.234274, 0.066611, -2.601631], [-2.867878, 1.246040, -4.033239], [-5.288627, 0.859322, -3.719849], [-6.079159, -0.701577, -1.978229], [-4.458661, -1.884718, -0.549296], [-3.071064, -2.632507, 1.803312], [-4.070488, -4.852695, 2.345145], [-3.800872, -6.734893, 0.769294], [-2.560691, -6.421141, -1.342914], [-1.573078, -4.211987, -1.880354], [3.386720, -1.624934, 0.920201], [5.731507, -2.395298, 1.119332], [7.133566, -2.612036, -0.906267], [6.193647, -2.065584, -3.123613], [3.839406, -1.334409, -3.323179], [0.488921, -3.000014, -3.545917], [1.421573, -4.804956, -4.981304], [3.035969, -6.416020, -4.037204], [3.724317, -6.249383, -1.671320], [2.819325, -4.435616, -0.249449], [1.690632, -0.893167, -3.798723], [1.087505, -0.125623, -6.075894], [0.345022, 2.200113, -6.434538], [0.186630, 3.765101, -4.526209], [0.761338, 2.996252, -2.245301], [2.699589, 0.882845, 1.293404], [4.868208, 1.821266, 2.052422], [6.417998, 2.827591, 0.412771], [5.832930, 2.876484, -1.985798], [3.708953, 1.880513, -2.759455], [2.528043, 5.167256, 1.218200], [1.351697, 4.242893, 1.289619], [0.331130, 4.273425, 0.527760], [0.402707, 5.241760, -0.468442], [1.324795, 3.176722, 2.330728], [2.170803, 3.248693, 3.560487], [0.504447, 2.232971, 2.096761], [0.274530, 1.176195, 2.880732], [2.522108, 5.735433, 0.293447], [3.458301, 4.602544, 1.288399], [2.506672, 5.870113, 2.053912], [-0.481263, 5.193594, -0.853297], [1.945534, 4.155436, 4.125945], [3.234934, 3.281923, 3.317474], [1.971624, 2.382442, 4.186831], [-1.122325, -2.307211, 4.583299], [-1.885982, -1.449333, 3.695194], [-3.030105, -0.780633, 3.885145], [-3.583544, 0.293487, 2.686653], [-3.785744, -0.930952, 4.988012], [-3.661082, -1.841383, 6.114248], [-0.117285, -2.374447, 4.172304], [-1.528176, -3.317705, 4.656269], [-1.037535, -1.878597, 5.578229], [-1.558721, -1.398417, 2.735310], [-4.554057, -0.280839, 5.011199], [-3.451226, -2.856582, 5.786849], [-4.619160, -1.855884, 6.628269], [-2.900583, -1.526252, 6.828877]], "atomic_forces_ev_per_a": [[-0.48, -0.18, 0.09], [0.00, -0.02, 0.00], [-0.01, 0.01, 0.01], [0.01, 0.00, 0.00], [0.01, 0.01, 0.00], [0.01, -0.01, -0.02], [0.01, 0.03, -0.01], [0.01, 0.01, -0.01], [0.01, 0.04, -0.04], [0.00, -0.08, 0.04], [0.08, 0.04, -0.06], [0.08, -0.03, 0.01], [-0.01, 0.00, 0.00], [0.00, 0.00, 0.01], [0.00, 0.00, 0.01], [0.11, 0.16, 0.17], [-0.09, 0.00, -0.02], [0.02, -0.11, -0.17], [-0.07, 0.10, -0.06], [0.02, -0.06, 0.17], [-0.06, 0.05, -0.21], [0.16, -0.20, 0.01], [0.03, 0.02, -0.04], [-0.01, -0.04, -0.02], [-0.02, 0.01, 0.01], [0.03, 0.01, -0.01], [0.00, -0.01, 0.00], [-0.02, 0.06, 0.06], [0.01, -0.01, -0.05], [-0.02, 0.01, 0.01], [0.01, -0.01, 0.00], [0.00, 0.01, 0.01], [0.01, 0.01, 0.01], [-0.01, -0.01, 0.01], [-0.01, 0.00, 0.03], [0.03, -0.03, -0.01], [-0.01, 0.00, 0.00], [0.00, 0.00, 0.00], [0.00, 0.00, 0.00], [0.00, -0.02, 0.02], [0.03, -0.02, 0.01], [0.01, 0.02, -0.01], [0.00, 0.00, 0.01], [0.00, 0.01, 0.01], [0.00, 0.00, -0.02], [-0.01, 0.01, 0.00], [0.00, 0.00, -0.02], [0.02, 0.02, -0.01], [0.00, 0.00, 0.00], [-0.01, -0.01, 0.01], [0.00, -0.01, 0.00], [-0.01, 0.01, -0.01], [0.00, 0.03, 0.03], [0.01, 0.03, 0.02], [-0.03, 0.02, 0.02], [-0.01, -0.01, -0.02], [0.00, 0.00, 0.02], [-0.02, 0.00, -0.02], [0.00, -0.01, -0.01], [0.00, 0.00, 0.00], [-0.01, 0.00, 0.00], [0.00, 0.00, 0.00], [0.01, -0.01, 0.02], [-0.04, -0.05, -0.04], [-0.01, 0.00, 0.01], [0.00, -0.01, 0.00], [0.00, 0.00, 0.00], [0.01, 0.01, -0.01], [0.00, -0.01, 0.00], [0.00, 0.00, 0.01], [0.01, 0.00, 0.00], [0.00, 0.00, -0.01], [-0.02, 0.00, -0.01], [0.00, 0.00, 0.00], [0.00, 0.00, -0.01], [0.00, 0.00, 0.00], [0.00, 0.00, 0.00], [0.00, 0.01, 0.02], [0.01, -0.03, 0.01], [0.00, 0.00, 0.00], [0.00, 0.01, 0.00], [0.00, 0.00, 0.00], [-0.01, -0.01, 0.03], [-0.03, 0.01, 0.00], [0.00, 0.02, 0.01], [0.01, 0.01, 0.00], [0.01, 0.00, -0.01], [-0.01, 0.00, 0.00], [0.00, 0.00, -0.02], [0.04, 0.01, -0.01], [-0.04, 0.04, 0.00], [0.01, -0.01, 0.00], [-0.05, 0.02, 0.07], [0.00, 0.03, 0.00], [0.28, -0.04, -0.03], [-0.14, 0.09, -0.05], [-0.01, 0.00, 0.00], [0.02, -0.01, -0.01], [0.00, 0.00, 0.01], [0.01, -0.01, 0.00], [0.00, 0.00, 0.01], [-0.01, -0.01, -0.02], [0.00, -0.01, 0.00], [0.01, 0.06, 0.06], [-0.21, -0.16, 0.06], [0.09, -0.10, 0.08], [0.09, 0.04, -0.05], [0.05, 0.16, 0.06], [-0.01, -0.05, -0.02], [0.01, 0.00, 0.00], [0.00, -0.01, 0.00], [-0.01, 0.00, 0.01], [0.15, 0.18, -0.09], [0.00, -0.02, -0.02], [0.01, 0.00, -0.01], [0.00, 0.00, 0.00], [0.00, 0.00, 0.00]]}